The following is a DFT calculation (ωB97M-V/def2-TZVPD) of an isolated molecule of C4H5ClFN at a distorted geometry.

Last column: Mulliken charge in e.
Geometry (Å):
H -1.1658 -0.9226 -1.5568  0.441
C -0.1765 0.8070 -0.6116  0.072
C 0.3170 -1.0920 0.2208  -0.475
H 1.7193 1.6576 1.3800  0.260
H 0.3157 0.8235 -1.4941  0.320
H 1.1942 -1.5296 -0.3727  0.240
N 1.3890 0.7101 1.4066  -0.569
F -0.9887 1.9355 -0.5947  -0.323
H -0.0422 -1.6204 1.2071  0.298
C 0.6695 0.3331 0.5153  0.160
C -0.8785 -0.6072 -0.6175  -0.207
Cl -2.3528 -0.4949 0.5175  -0.217

## Properties
- SMILES string = [H]/N=C1/C[C@@H](Cl)[C@H]1F
- energy (Ha) = -770.15477
- energy relative to the best compared isomer or geometry (same formula, charge and spin) (kcal/mol) = 25.4

The following is a DFT calculation (ωB97M-V/def2-TZVPD) of the ion C3H3F3O4P with charge -1 at a distorted geometry.

Last column: Mulliken charge in e.
Geometry (Å):
F 0.4385 0.3633 -1.8132  -0.359
P -1.9653 -0.8759 0.1277  0.885
F -0.1419 2.2835 -0.3227  -0.317
C 0.3956 -0.0556 -0.4721  1.045
O -1.6052 0.8040 0.4449  -0.430
H 2.2799 -1.0293 -0.6637  0.402
O -2.1562 -1.5598 1.4097  -0.685
H 1.8386 -0.6030 1.0050  0.299
O -2.8876 -0.9304 -1.0075  -0.684
O -0.3595 -1.1577 -0.3736  -0.437
C -0.3440 1.0796 0.2975  0.754
H 2.3843 0.6656 -0.1210  0.346
F 0.2877 1.2839 1.5167  -0.350
C 1.8352 -0.2684 -0.0277  -1.471

## Properties
- SMILES string = C[C@@]1(F)O[P@@](=O)([O-])OC1(F)F
- total charge = -1
- energy (Ha) = -1058.27615

The following is a DFT calculation (ωB97M-V/def2-TZVPD) of a cluster of 2 separate species, C3H8N2O in total at a distorted geometry.

Last column: Mulliken spin population.
Geometry (Å):
C -2.8195 -0.5282 0.1211  -0.018
C 1.3777 0.7912 -0.1069  0.093
C 2.0582 0.4221 1.0028  0.370
H -1.1376 0.5141 -0.3510  0.003
H -0.7132 -0.9640 0.2516  0.001
H 0.8516 1.7541 -0.0814  0.005
O -3.6881 0.3686 0.3193  0.044
N -1.4792 -0.4761 -0.2541  0.059
H 1.5956 -1.0302 -1.0431  -0.012
H 1.6611 0.3125 -2.1070  0.004
H -3.0925 -1.5855 0.3299  -0.001
H 2.0091 1.1350 1.8462  0.023
H 2.1659 -0.6235 1.3101  0.020
N 1.2109 -0.0901 -1.2376  0.411

## Properties
- 2S+1 = 2
- total charge = +1
- energy (Ha) = -303.46630
- ⟨S²⟩ = 0.77
- energy relative to the best compared isomer or geometry (same formula, charge and spin) (kcal/mol) = 50.3

The following is a DFT calculation (ωB97M-V/def2-TZVPD) of a structure of composition H12LiO6 at a distorted geometry.

Last column: Mulliken spin population.
Geometry (Å):
H 0.8447 0.5585 -2.6867  0.042
H 0.8586 2.3670 1.2109  0.042
H -0.6435 2.5557 1.2210  0.046
O 1.2692 0.6707 -1.8361  -0.285
H -2.5935 -1.1345 1.5620  0.015
O 0.0717 2.2038 0.6909  -0.257
O -1.6785 0.2089 -1.5222  -0.995
H -2.8066 0.3268 1.2287  0.075
H 2.5214 -2.1078 -0.6287  0.009
H 2.0613 -1.3503 0.5986  0.036
Li -0.0986 0.3983 -0.3111  1.995
O 2.8435 -1.5633 0.0896  -0.101
H 1.0016 -0.6350 1.9498  0.070
H -2.0523 -0.6622 -1.6547  0.292
O -2.2076 -0.2667 1.6817  -0.105
H 2.1072 0.2166 -1.9245  0.052
O 0.6184 -0.9304 1.1239  -0.217
H -2.1170 0.7594 -2.1710  0.204
H -0.0001 -1.6155 1.3778  0.082

## Properties
- 2S+1 = 2
- energy (Ha) = -466.15264
- ⟨S²⟩ = 0.75

The following is a DFT calculation (ωB97M-V/def2-TZVPD) of an isolated molecule of C3H3BrCl4 at a distorted geometry.

Last column: Mulliken charge in e.
Geometry (Å):
H 1.5488 0.6758 -0.3023  0.396
Cl -2.6300 0.3559 -0.1579  -0.078
H 1.4091 -0.7517 1.0511  0.378
C 1.3050 -0.3326 -0.0090  -1.207
C -0.9799 0.7109 0.2565  0.417
Cl -0.7055 0.7490 2.0680  -0.102
Cl -0.5708 2.3629 -0.2623  -0.088
H 1.7282 -1.1971 -0.6612  0.371
C -0.1147 -0.4012 -0.2763  -0.038
Cl -0.1605 -0.0949 -2.0932  -0.098
Br -0.8297 -2.0772 0.3865  0.050

## Properties
- SMILES string = C[C@@](Cl)(Br)C(Cl)(Cl)Cl
- energy (Ha) = -4530.85941
- energy relative to the best compared isomer or geometry (same formula, charge and spin) (kcal/mol) = 0.0

The following is a DFT calculation (ωB97M-V/def2-TZVPD) of a cluster of 2 separate species, C2H5F3N2 in total at a distorted geometry.

Last column: Mulliken charge in e.
Geometry (Å):
F 1.2106 0.9172 -0.9050  -0.260
H 0.2069 -1.4482 -1.9309  0.238
N -0.4680 -1.8112 -1.1332  -0.138
N -1.3965 -1.2652 -0.5094  -0.490
C 1.0149 1.2659 0.4196  0.475
F -1.4121 1.3948 0.9506  -0.249
H -0.2591 0.3038 2.0011  0.307
F 2.0301 0.6642 1.1757  -0.268
H 0.0589 -2.4869 -0.5314  0.257
H 1.2374 2.2872 0.4572  0.206
C -0.3002 0.6942 1.0224  -0.306
H -1.9228 -0.5159 -1.0167  0.228

## Properties
- energy (Ha) = -488.13780
- energy relative to the best compared isomer or geometry (same formula, charge and spin) (kcal/mol) = 95.2